{
  "formula": "C3H4O3",
  "method": "ωB97M-V with the def2-TZVPD basis set",
  "total_charge": 0,
  "smiles": "CC(=O)OC=O",
  "e_homo_ev": -10.989,
  "symbols": ["C", "C", "O", "O", "C", "O", "H", "H", "H", "H"],
  "coordinates": [[-0.5975, 0.4017, -1.0537], [-0.0169, -0.8783, -0.5001], [0.1250, -1.9076, -1.0849], [0.1587, -0.9122, 0.8967], [0.7143, 0.1461, 1.5514], [1.0451, 1.2037, 1.0861], [-1.5532, 0.5117, -0.5465], [-0.7355, 0.2860, -2.1306], [0.0076, 1.2831, -0.8229], [0.8525, -0.1343, 2.6047]],
  "atomic_forces_ev_per_a": [[0.4, -0.2, -0.2], [-0.5, -0.2, -0.5], [0.1, 0.6, 0.2], [0.5, 0.4, 0.1], [0.2, 0.4, -0.1], [-0.2, -0.8, 0.4], [-0.2, 0.2, -0.1], [-0.1, 0.0, 0.2], [-0.1, -0.4, -0.1], [-0.1, 0.0, -0.1]]
}

{
  "formula": "C21H31F5MnP2",
  "method": "ωB97M-V with the def2-TZVPD basis set",
  "spin_multiplicity": 6,
  "total_charge": 0,
  "e_homo_ev": [-3.937, -5.428],
  "symbols": ["P", "P", "C", "C", "H", "H", "H", "H", "C", "H", "H", "H", "C", "H", "H", "H", "C", "H", "H", "H", "C", "H", "H", "H", "Mn", "C", "C", "C", "C", "C", "C", "C", "C", "C", "H", "H", "H", "H", "H", "H", "H", "H", "H", "H", "H", "H", "H", "H", "H", "F", "C", "C", "C", "F", "C", "F", "C", "F", "C", "F"],
  "coordinates": [[0.7716, -2.0215, -1.7371], [-0.1498, 2.4439, -1.5431], [0.7162, -0.3575, -2.6052], [0.9731, 1.1154, -2.1723], [-0.2159, -0.4806, -3.2435], [1.5596, -0.5784, -3.2839], [1.8488, 1.1477, -1.5212], [1.2637, 1.6604, -3.0956], [-1.6840, 3.0893, -2.2208], [-2.2337, 3.6759, -1.4644], [-2.3423, 2.2985, -2.5910], [-1.4392, 3.7385, -3.0696], [0.9309, 3.8777, -1.6710], [0.6081, 4.4720, -2.5298], [1.9601, 3.5506, -1.8361], [0.8749, 4.4754, -0.7570], [-0.5535, -3.0364, -2.4928], [-0.7632, -3.9033, -1.8446], [-0.2738, -3.4246, -3.4898], [-1.4783, -2.4499, -2.6205], [2.2593, -2.8820, -2.3047], [3.1101, -2.1869, -2.3782], [2.1302, -3.3322, -3.3062], [2.5450, -3.7093, -1.6350], [-0.7860, -0.0074, -4.9660], [0.1436, 1.4653, -5.7790], [-1.3010, 1.6417, -5.8260], [-2.2698, 0.8392, -6.6629], [-1.8857, -0.6482, -7.0117], [-1.1128, -1.4701, -6.0417], [0.3258, -1.3938, -5.7473], [1.2991, -0.6559, -6.6146], [0.9475, 0.8224, -6.9108], [0.4545, -1.8201, -0.0055], [0.6599, 2.1495, -5.0621], [-1.8034, 2.4442, -5.2875], [-2.3284, 1.3267, -7.6507], [-3.2746, 0.8050, -6.2019], [-2.8584, -1.1476, -7.1818], [-1.3886, -0.6400, -7.9907], [-1.6890, -2.3590, -5.7418], [0.6985, -2.1931, -5.0646], [1.4542, -1.2180, -7.5419], [2.2591, -0.6866, -6.1002], [1.8914, 1.3863, -6.9815], [0.4572, 0.8896, -7.9076], [1.3229, -1.3630, 0.4794], [0.2127, -2.7829, 0.4560], [-0.3854, -1.1252, 0.1119], [-2.7319, 2.0047, 0.2371], [-1.5515, 2.1623, 0.9210], [-0.3268, 2.1657, 0.2403], [0.8186, 2.0817, 1.0396], [2.0418, 1.8547, 0.4700], [0.7783, 2.1670, 2.4154], [1.9355, 2.1164, 3.1133], [-0.4498, 2.3091, 3.0683], [-0.5109, 2.4342, 4.4115], [-1.6300, 2.2338, 2.3091], [-2.8420, 2.2302, 2.9200]],
  "atomic_forces_ev_per_a": [[-1.2, 1.1, -1.9], [0.0, -0.3, 3.6], [0.6, -0.7, -0.5], [0.0, -0.1, -1.1], [0.2, 0.1, 1.0], [-0.4, 0.4, -0.2], [-0.3, 0.3, 0.2], [0.2, -0.8, 0.0], [-0.8, -0.4, -0.6], [0.5, -0.3, -0.1], [0.1, 0.1, 0.1], [0.0, -0.2, 0.1], [0.6, 0.2, -0.7], [0.2, 0.1, 0.1], [0.0, 0.2, 0.1], [-0.1, -0.2, -0.1], [-0.2, -0.1, 0.2], [0.1, 0.3, -0.1], [0.1, 0.4, 0.5], [0.3, 0.0, 0.1], [1.0, -0.2, 0.3], [-0.3, -0.2, 0.2], [-0.4, 0.5, 0.4], [-0.2, 0.4, -0.1], [-2.1, 0.7, 4.4], [0.5, 0.7, -0.7], [-0.6, 0.9, 1.2], [0.2, 0.3, -1.2], [-0.5, -0.1, -1.7], [-0.3, -2.8, 0.4], [-0.2, -0.5, -0.1], [0.7, -0.5, -0.6], [0.6, 0.3, -0.4], [0.3, -0.3, 0.6], [-0.2, -0.3, -0.9], [0.4, 0.2, -0.2], [-0.5, -0.1, 0.0], [0.6, 0.4, -0.1], [0.5, 0.2, 0.0], [0.0, 0.1, 0.0], [0.6, 0.2, 0.0], [-0.1, 0.4, -0.9], [0.2, 0.2, -0.4], [0.3, 0.1, 0.1], [-0.1, -0.2, -0.4], [0.1, 0.2, 0.7], [-0.1, -0.1, 0.0], [0.1, 0.2, 0.1], [0.0, -0.1, -0.2], [0.6, -0.1, 0.1], [-1.5, 0.3, 2.0], [-0.6, -0.5, -3.2], [0.9, 0.3, 1.8], [0.0, -0.1, -0.1], [0.2, 0.1, -0.6], [-0.5, -0.1, -0.1], [0.0, -0.5, 0.5], [0.0, 0.3, -0.1], [-0.4, 0.2, -1.3], [0.7, -0.1, -0.2]]
}

{
  "formula": "C2H4O3PS",
  "method": "ωB97M-V with the def2-TZVPD basis set",
  "total_charge": -1,
  "e_homo_ev": -4.055,
  "symbols": ["C", "C", "O", "O", "O", "P", "S", "H", "H", "H", "H"],
  "coordinates": [[1.0169, 0.6274, -0.6593], [0.7197, -0.7681, -0.0059], [0.1412, 1.4584, -0.4425], [2.0656, 0.6788, -1.2693], [-0.8313, -1.0370, -0.2035], [-1.6556, 0.2861, 0.2051], [1.1900, -0.5411, 1.7019], [1.3544, -1.6881, -0.3358], [-2.3810, 0.6091, -1.1303], [-2.8302, -0.4190, 0.3143], [1.2103, 0.7935, 1.8253]],
  "atomic_forces_ev_per_a": [[0.7, -2.3, -0.5], [-1.4, -0.7, -0.5], [-0.7, 1.4, -0.1], [1.4, 0.5, -0.8], [4.1, -0.8, 0.2], [-2.5, 2.0, -0.9], [0.1, -0.7, 1.1], [-1.7, 1.8, 0.1], [1.4, 0.3, 1.2], [-1.3, -1.4, 0.7], [-0.2, 0.0, -0.3]]
}

Listing energy above the lowest of the compared OMol25 structures with the same formula, charge and spin for the structures above in their given order: 10.8, 148.5, 72.2 kcal per mole.
Listing maximum force for the structures above in their given order: 0.0183, 0.0953, 0.0813 Eh/bohr.